The following is a quantum chemistry calculation of a molecular structure, C18H12IrN4OS2, from the Open Molecules 2025 dataset.

Element x y z (Å)
H: 2.82 -5.43 2.90
S: -1.34 1.34 -0.94
N: -4.56 2.08 -2.59
C: -2.91 -0.75 -1.28
C: 2.22 -1.64 2.54
N: 1.72 -0.29 -1.37
C: 2.54 -0.23 -3.60
C: 2.67 0.79 3.28
C: -4.04 -1.53 -1.66
H: 0.87 -4.61 1.62
C: -2.78 0.59 -1.48
C: 3.83 -0.48 -3.16
C: 2.65 -4.37 2.79
C: 2.96 -0.54 -0.94
C: 1.56 -3.91 2.07
N: 2.01 0.08 -6.11
Ir: 0.03 -0.17 -0.16
H: 2.28 1.78 3.09
C: -3.77 1.41 -2.09
C: 3.30 -2.11 3.29
H: 4.65 -0.56 -3.86
H: 5.02 -0.86 -1.40
C: 3.52 -3.47 3.40
S: -1.59 -1.55 -0.52
H: 3.10 -0.68 0.13
H: 2.51 0.52 4.32
C: 1.51 -0.14 -2.68
C: 4.04 -0.65 -1.80
C: 1.35 -2.55 1.94
N: -4.96 -2.16 -1.95
C: 2.01 -0.20 2.37
H: 3.75 0.79 3.10
O: 1.28 0.25 1.47
H: 0.49 0.04 -3.00
H: 0.47 -2.20 1.42
H: 3.98 -1.42 3.77
H: 4.37 -3.83 3.97
C: 2.25 -0.06 -5.00

Its HOMO energy is -0.4538 hartree. As for the net charge: +1. The calculation puts the maximum force at 0.27 eV Å⁻¹. The value obtained for the frontier orbital gap is 7.42 eV. As for the energy relative to the best compared isomer or geometry (same formula, charge and spin): 0.398 eV. Its calculated total energy is -1887.8162 Ha.